i.
# C4H9O2P

2 unconnected molecules or ions with the total composition C4H9O2P (ωB97M-V/def2-TZVPD, OMol25).

Geometry (Å):
C: 1.00237 -1.30331 0.72921
P: -0.06238 -0.10039 -0.16600
C: 1.14705 0.89396 -0.93201
C: -0.45581 1.13448 1.09713
H: 1.86658 -0.83810 1.20996
H: 1.05158 -2.15012 -0.08171
H: 0.42793 -1.62905 1.59246
H: 1.16224 1.78819 -0.32170
H: 0.68945 1.06429 -1.94690
H: 2.03012 0.32674 -0.89779
H: -1.19285 1.92893 0.73969
H: 0.38448 1.58218 1.56326
H: -0.94359 0.82373 2.00236
O: -2.56840 -1.94804 -0.70510
C: -2.31543 -1.14021 -1.50072
O: -2.22334 -0.43330 -2.38214

E_HOMO (eV): -8.69
Structure (SMILES): CP(C)C.O=C=O
Spin multiplicity: 1
Gap between HOMO and LUMO (eV): 9.53

=====

ii.
# C4H9O2P

C4H9O2P in the gas phase (ωB97M-V/def2-TZVPD, OMol25).

Geometry (Å):
C: 2.49177 -0.47075 -0.25604
C: 1.57844 0.07590 0.55433
P: -0.12603 0.37634 -0.32147
C: -0.35697 2.05253 0.33066
O: -0.21250 0.09688 -1.74175
O: -1.35763 -0.45868 0.50665
C: -1.85356 -1.63055 -0.13875
H: 3.42406 -0.90019 0.06173
H: 2.15048 -0.54661 -1.34876
H: 1.64937 0.33382 1.58176
H: -1.41891 2.14278 0.68856
H: 0.20631 2.16183 1.30387
H: -0.20865 2.69722 -0.54125
H: -2.77225 -1.82475 0.29987
H: -1.21701 -2.38721 0.21029
H: -1.97692 -1.71855 -1.18970

E_HOMO (eV): -10.09
Structure (SMILES): C=C[P@@](C)(=O)OC
Spin multiplicity: 1
Gap between HOMO and LUMO (eV): 11.01

=====

Stability summary: most stable ii, least stable i.

=====

i.
# C3H14O5

5 unconnected molecules or ions with the total composition C3H14O5 (ωB97M-V/def2-TZVPD, OMol25).

Geometry (Å):
C: -0.53822 -0.26891 2.89053
C: -0.95742 -0.22190 1.34554
C: -0.53755 0.85060 0.59899
O: -1.34107 1.16943 -0.45779
H: -1.00463 0.48603 3.54098
H: 0.60644 -0.22815 3.01238
H: -0.82373 -1.29384 3.22348
H: -1.66559 -1.07542 1.24955
H: 0.26637 1.51367 0.92840
H: -0.88160 1.68186 -1.18593
O: 2.24510 0.27837 -0.86829
H: 1.78893 -0.56203 -0.55794
H: 3.16624 0.37168 -0.62924
O: 0.56224 2.18831 -1.99614
H: 1.16257 1.41719 -1.64827
H: 1.08966 2.83926 -1.49263
O: -1.62508 -1.36108 -1.98118
H: -1.29252 -1.13304 -2.84712
H: -1.58047 -0.42533 -1.61680
O: 0.76994 -1.95474 -0.26961
H: -0.13848 -1.61467 -0.34131
H: 0.72887 -2.65728 -0.89761

E_HOMO (eV): -8.48
Structure (SMILES): C/C=C/O.O.O.O.O
Spin multiplicity: 1
Gap between HOMO and LUMO (eV): 8.98

=====

ii.
# C3H14O5

5 unconnected molecules or ions with the total composition C3H14O5 (ωB97M-V/def2-TZVPD, OMol25).

Geometry (Å):
C: -0.02949 0.63936 -2.37160
C: -0.59286 0.41300 -0.98555
C: -1.90750 0.61432 -0.66052
O: -2.22157 0.09369 0.56033
H: 0.55165 -0.27837 -2.70069
H: -0.72904 1.09362 -3.09703
H: 0.90144 1.26241 -2.26557
H: 0.05463 0.12143 -0.25391
H: -2.76011 0.88112 -1.27451
H: -2.90526 0.60067 0.96417
O: 1.92892 0.92799 2.08486
H: 1.02278 0.34657 2.01463
H: 2.65649 0.33469 2.18222
O: 1.93337 2.17118 -0.22065
H: 1.06961 2.33490 -0.11956
H: 2.14880 1.63284 0.66270
O: -0.93725 -2.75180 -0.27533
H: -1.09334 -3.33673 -1.02114
H: -1.64027 -2.18926 -0.12007
O: 1.05733 -1.51322 1.19663
H: 1.26133 -2.14988 1.85291
H: 0.55408 -2.07685 0.51516

E_HOMO (eV): -8.56
Structure (SMILES): C/C=C/O.O.O.O.O
Spin multiplicity: 1
Gap between HOMO and LUMO (eV): 8.97

=====

Stability summary: most stable i, least stable ii.

=====

i.
# C2H4S3

3 unconnected molecules or ions with the total composition C2H4S3 (ωB97M-V/def2-TZVPD, OMol25).

Geometry (Å):
C: -1.77037 -1.89988 0.26758
C: 0.77815 1.55287 -0.04329
S: -2.53149 -1.05510 1.42574
S: -1.62920 -3.16410 -0.68025
S: 1.13510 -0.27574 0.47357
H: -0.40507 1.48995 -0.16954
H: 1.26656 1.75105 -0.90573
H: 1.09456 2.42727 0.69268
H: 2.06177 -0.82632 -1.06077

E_HOMO (alpha / beta) (eV): -5.53 / -8.12
Spin multiplicity: 3
Gap between HOMO and LUMO (alpha / beta) (eV): 3.60 / 3.91
<S²>: 2.012

=====

ii.
# C2H4S3

C2H4S3 in the gas phase (ωB97M-V/def2-TZVPD, OMol25).

Geometry (Å):
C: -0.66843 0.07073 0.42028
C: 0.82781 -0.18324 0.00931
S: -2.41860 0.02214 -0.45191
S: 1.54416 1.12605 -0.98216
S: 1.49612 -1.52716 0.61218
H: -0.66925 -0.59622 1.27404
H: -0.89853 1.02978 1.06533
H: 2.81055 0.95416 -0.59895
H: -2.02384 -0.89624 -1.34811

E_HOMO (alpha / beta) (eV): -6.95 / -9.24
Spin multiplicity: 3
Gap between HOMO and LUMO (alpha / beta) (eV): 7.61 / 6.30
<S²>: 2.007

=====

Stability summary: most stable ii, least stable i.

=====

i.
# CH6N2O2

2 unconnected molecules or ions with the total composition CH6N2O2 (ωB97M-V/def2-TZVPD, OMol25).

Geometry (Å):
C: 0.60190 -0.45955 -1.18662
N: 0.44968 0.89734 0.88615
N: -0.11079 -0.37211 0.83834
O: 0.16705 1.37794 -0.39577
O: -1.55704 -0.38831 0.80573
H: -1.72658 0.21999 0.06206
H: -0.08063 1.47572 1.54849
H: 0.12882 -0.93673 1.65549
H: 0.19992 0.02574 -2.06219
H: 1.66979 -0.35568 -1.05269
H: 0.25788 -1.48435 -1.09900

E_HOMO (eV): -8.50
Spin multiplicity: 1
Gap between HOMO and LUMO (eV): 8.77

=====

ii.
# CH6N2O2

2 unconnected molecules or ions with the total composition CH6N2O2 (ωB97M-V/def2-TZVPD, OMol25).

Geometry (Å):
N: 0.29512 0.65699 1.14534
C: -0.03230 -0.55618 0.56906
N: -1.35487 -0.96714 0.73734
O: 0.69008 -1.29476 -0.07942
H: -0.55519 1.19853 1.27873
H: 1.02709 1.11810 0.64670
H: -2.07051 -0.34342 1.03130
H: -1.56436 -1.95768 0.78141
O: 0.98387 0.95982 -1.81130
H: 1.25148 0.05676 -1.60819
H: 1.32958 1.12898 -2.69098

E_HOMO (eV): -10.01
Structure (SMILES): NC(N)=O.O
Spin multiplicity: 1
Gap between HOMO and LUMO (eV): 10.80

=====

Stability summary: most stable ii, least stable i.

=====

i.
# C2H4BrN

2 unconnected molecules or ions with the total composition C2H4BrN (ωB97M-V/def2-TZVPD, OMol25).

Geometry (Å):
C: -0.44085 0.84861 -0.91087
C: 0.67264 -1.29488 1.25818
N: 0.08191 1.71912 -1.54302
Br: -2.14903 0.20113 -0.55130
H: -0.30126 -1.61058 0.76915
H: 0.83139 -1.22765 2.39449
H: 1.62068 -1.16726 0.65761
H: -0.31549 2.53150 -2.07424

E_HOMO (alpha / beta) (eV): -8.68 / -8.20
Spin multiplicity: 1
Gap between HOMO and LUMO (alpha / beta) (eV): 8.04 / 8.50

=====

ii.
# C2H4BrN

2 unconnected molecules or ions with the total composition C2H4BrN (ωB97M-V/def2-TZVPD, OMol25).

Geometry (Å):
C: -1.08193 -0.88689 0.50161
C: 0.33747 -0.30835 0.47587
N: -1.98004 -1.19207 -0.26441
Br: -3.84805 -1.44778 0.07106
H: -1.28939 -0.56461 2.71355
H: 1.05373 -0.94212 0.10038
H: 0.80139 0.01264 1.46972
H: 0.36427 0.57445 -0.22530

E_HOMO (alpha / beta) (eV): -9.87 / -8.04
Spin multiplicity: 1
Gap between HOMO and LUMO (alpha / beta) (eV): 9.02 / 7.04

=====

Stability summary: most stable i, least stable ii.

=====

i.
# C17H21N3O3S

C17H21N3O3S in the gas phase (ωB97M-V/def2-TZVPD, OMol25).

Geometry (Å):
C: -4.21941 -0.62807 1.37494
C: -2.88806 0.01273 1.74919
N: -2.75497 1.37739 1.28387
S: -2.35153 1.60074 -0.32743
O: -2.88147 2.87887 -0.70505
O: -2.72234 0.45936 -1.12229
C: -0.56984 1.70355 -0.28511
C: 0.09265 1.75551 -1.49621
C: 1.47054 1.87743 -1.51407
C: 2.18870 1.94750 -0.32447
C: 3.68963 2.01042 -0.33304
C: 4.27878 0.60512 -0.56094
C: 3.59815 -0.35894 0.40047
O: 3.90192 -0.45942 1.57178
N: 2.60579 -1.07196 -0.16581
C: 1.68122 -1.86978 0.59923
C: 0.38227 -2.00547 -0.14969
C: -0.69967 -2.68486 0.39843
C: -1.85443 -2.81128 -0.35607
C: -1.89265 -2.25623 -1.62492
C: -0.76656 -1.58997 -2.07615
N: 0.34020 -1.46965 -1.36357
C: 1.50092 1.89151 0.88282
C: 0.12171 1.77361 0.90650
H: -4.26658 -1.64504 1.75556
H: -5.04605 -0.05939 1.79674
H: -4.31644 -0.64543 0.29278
H: -2.75289 0.01200 2.83627
H: -2.06622 -0.54289 1.29262
H: -3.53614 1.96977 1.52240
H: -0.48288 1.70131 -2.40627
H: 1.99377 1.92292 -2.45802
H: 4.04377 2.38354 0.62835
H: 4.04092 2.68023 -1.11995
H: 4.11531 0.28759 -1.59048
H: 5.34871 0.62392 -0.35415
H: 2.26962 -0.87565 -1.10097
H: 1.52237 -1.40293 1.57898
H: 2.10141 -2.86899 0.78156
H: -0.62967 -3.10616 1.39025
H: -2.71076 -3.33616 0.04132
H: -2.77224 -2.32594 -2.24179
H: -0.73994 -1.13341 -3.05572
H: 2.05243 1.93332 1.81027
H: -0.42006 1.73921 1.83786

E_HOMO (eV): -9.31
Structure (SMILES): CCNS(=O)(=O)c1ccc(CCC(=O)NCc2ccccn2)cc1
Spin multiplicity: 1
Gap between HOMO and LUMO (eV): 9.96

=====

ii.
# C17H21N3O3S

A molecular structure, C17H21N3O3S (ωB97M-V/def2-TZVPD, OMol25).

Geometry (Å):
C: 1.20840 0.53069 1.73823
H: 0.99096 -0.50238 1.50166
H: 0.83730 1.06454 2.49013
H: 2.28956 0.56678 1.69554
S: 0.64760 1.27370 0.05383
O: -0.87066 1.31732 0.18427
O: 1.13492 2.62669 0.39396
N: 1.20693 0.58967 -1.21393
C: 2.26819 1.20116 -1.92153
H: 2.57042 0.49886 -2.70280
C: 3.51124 1.51085 -0.93703
C: 3.85493 0.16153 -0.30753
C: 4.68942 0.01316 0.87353
C: 5.07200 -0.82944 1.75017
C: 4.71526 -2.20108 1.13370
C: 3.95615 -2.35864 0.20181
C: 3.68775 -1.37413 -0.60174
H: 3.07302 -1.40232 -1.49424
H: 3.87408 -3.20449 -0.34805
H: 4.98647 -3.00848 1.94787
H: 5.55373 -0.79868 2.54443
H: 4.80199 1.27859 1.50137
H: 3.39537 2.23362 -0.18587
H: 4.33541 1.66406 -1.43107
H: 2.03584 2.34429 -2.43050
C: 0.27763 -0.03822 -1.88544
H: -0.41210 0.48881 -2.41519
C: -0.63441 -0.75607 -0.98644
O: -0.27854 -1.58119 0.08316
N: -1.93016 -1.04040 -1.24661
H: -2.31741 -0.25561 -2.06051
C: -2.96623 -1.77374 -0.67171
C: -4.02261 -0.84724 -0.00814
C: -3.83942 0.26994 0.42936
C: -4.92105 1.07318 0.92688
C: -6.11052 0.77251 0.93611
N: -6.35913 -0.64336 0.27310
C: -5.36558 -1.33358 0.26046
H: -5.62371 -2.30177 -0.35109
H: -7.13612 1.23695 1.34990
H: -4.65986 2.06196 1.46135
H: -2.95536 0.87774 0.68991
H: -3.44078 -2.60248 -1.12988
H: -2.43029 -2.33184 0.31706
H: 0.56009 -0.66811 -2.67620

E_HOMO (eV): -8.88
Spin multiplicity: 1
Gap between HOMO and LUMO (eV): 9.19

=====

Stability summary: most stable i, least stable ii.